ORCA calculation (the ωB97M-V functional and the def2-TZVPD basis) on a molecular structure, C24H28HgNO3 at a distorted geometry.

Values from the calculation:
**Kohn-Sham gap**: 6.4 eV
**Total charge**: -1

Element x y z (Å)
1 C -1.855 -0.523 1.904
2 C -2.422 0.597 1.245
3 C -2.660 0.268 -0.105
4 H -2.675 1.547 1.719
5 C -2.186 -1.074 -0.334
6 C -1.705 -1.576 0.952
7 H -2.427 -1.701 -1.199
8 C 2.071 1.183 0.901
9 C 1.128 2.149 1.306
10 C 0.515 2.699 0.147
11 H 0.927 2.467 2.327
12 C 1.031 2.049 -0.996
13 C 1.964 1.035 -0.528
14 H -3.191 0.873 -0.842
15 H -1.446 -2.620 1.158
16 H -1.629 -0.597 2.972
17 H 2.694 0.536 -1.171
18 H -0.180 3.540 0.147
19 H 2.799 0.672 1.530
20 Hg 0.184 -0.800 -0.492
21 C 0.773 2.349 -2.458
22 C 2.130 2.610 -3.143
23 C -0.154 3.564 -2.596
24 H 2.654 3.437 -2.638
25 H 1.952 2.874 -4.191
26 H 2.770 1.715 -3.116
27 H 0.279 4.441 -2.092
28 H -1.137 3.336 -2.156
29 H -0.281 3.784 -3.663
30 C 0.067 1.118 -3.104
31 C -0.206 1.174 -4.602
32 H -0.891 0.962 -2.581
33 H 0.691 0.221 -2.946
34 O 0.383 1.911 -5.396
35 N -1.159 0.308 -5.065
36 C -2.018 -0.608 -4.314
37 H -1.214 0.268 -6.074
38 C -3.287 0.034 -3.792
39 C -4.242 -0.758 -3.140
40 H -4.072 -1.834 -3.049
41 C -5.396 -0.177 -2.611
42 H -6.117 -0.797 -2.074
43 C -5.624 1.195 -2.775
44 H -6.532 1.646 -2.379
45 C -4.693 1.983 -3.455
46 H -4.856 3.052 -3.598
47 C -3.531 1.398 -3.972
48 H -2.813 1.998 -4.536
49 H -1.456 -1.065 -3.481
50 H -2.287 -1.425 -4.999
51 C 1.610 -2.378 2.150
52 O 2.132 -2.884 0.864
53 C 1.682 -2.435 -0.312
54 O 2.055 -2.880 -1.374
55 H 2.270 -2.791 2.914
56 H 0.586 -2.729 2.315
57 H 1.631 -1.280 2.197

=====

ORCA calculation (the ωB97M-V functional and the def2-TZVPD basis) on a molecular structure, C24H28IrN2O4SSe.

Values from the calculation:
**Kohn-Sham gap (alpha / beta)**: 4.7 / 6.9 eV
**Multiplicity**: 6

Element x y z (Å)
1 Ir -0.892 -0.127 -1.124
2 O 0.719 -1.640 1.282
3 C 1.829 -1.886 0.427
4 C 1.330 -2.273 -0.996
5 O 2.066 -2.844 -1.769
6 O 0.090 -1.959 -1.259
7 C 2.723 -2.966 0.974
8 C 2.441 -3.644 2.153
9 C 3.322 -4.557 2.679
10 C 4.617 -4.848 1.967
11 C 4.931 -4.141 0.827
12 C 4.058 -3.214 0.296
13 C 2.603 -0.568 0.373
14 C 2.804 0.144 -0.801
15 C 3.467 1.366 -0.772
16 C 3.936 1.877 0.427
17 C 3.750 1.158 1.603
18 C 3.093 -0.059 1.573
19 H 0.048 -2.307 1.094
20 H 1.521 -3.423 2.677
21 H 3.104 -5.063 3.608
22 H 5.282 -5.602 2.362
23 H 5.871 -4.329 0.322
24 H 4.277 -2.686 -0.618
25 H 2.455 -0.251 -1.747
26 H 3.617 1.914 -1.693
27 H 4.452 2.829 0.448
28 H 4.122 1.548 2.542
29 H 2.945 -0.625 2.485
30 S 0.344 2.693 -2.527
31 C -0.254 1.382 -1.943
32 C -4.956 0.458 -0.402
33 N -4.493 1.210 -1.563
34 C -4.804 2.518 -1.863
35 C -4.145 2.831 -2.999
36 N -3.440 1.710 -3.380
37 C -2.597 1.601 -4.562
38 C -3.652 0.724 -2.490
39 Se -2.905 -0.991 -2.491
40 H -5.507 1.139 0.242
41 H -4.091 0.058 0.127
42 H -5.604 -0.354 -0.723
43 H -5.453 3.107 -1.240
44 H -4.109 3.745 -3.563
45 H -2.156 2.573 -4.765
46 H -3.187 1.268 -5.414
47 H -1.810 0.879 -4.363
48 C -0.106 1.490 1.718
49 C -1.595 1.248 1.493
50 C -2.263 0.862 2.810
51 C -2.251 2.499 0.913
52 O -1.813 0.148 0.608
53 H 0.039 2.301 2.435
54 H 0.393 1.767 0.786
55 H 0.365 0.587 2.099
56 H -2.161 1.661 3.547
57 H -1.801 -0.042 3.207
58 H -3.326 0.666 2.654
59 H -2.109 3.352 1.580
60 H -3.324 2.344 0.783
61 H -1.812 2.745 -0.057

=====

ORCA calculation (the ωB97M-V functional and the def2-TZVPD basis) on a molecular structure, C24H28MgNO3 at a distorted geometry.

Values from the calculation:
**Kohn-Sham gap**: 6.3 eV
**Total charge**: -1

Element x y z (Å)
1 C -1.583 1.687 2.862
2 C -0.812 2.441 1.946
3 C -1.285 2.172 0.653
4 H 0.013 3.089 2.192
5 C -2.337 1.237 0.763
6 C -2.528 0.950 2.134
7 H -2.866 0.773 -0.050
8 C 0.671 -0.712 3.404
9 C 1.226 0.551 3.102
10 C 1.902 0.453 1.869
11 H 1.143 1.438 3.704
12 C 1.801 -0.888 1.419
13 C 1.045 -1.592 2.373
14 H -0.873 2.559 -0.263
15 H -3.225 0.237 2.535
16 H -1.445 1.655 3.929
17 H 0.726 -2.615 2.295
18 H 2.412 1.257 1.367
19 H 0.069 -0.963 4.260
20 Mg -0.399 0.121 1.473
21 C 2.397 -1.485 0.173
22 C 3.325 -2.635 0.577
23 C 3.200 -0.456 -0.618
24 H 3.989 -2.320 1.380
25 H 3.938 -2.955 -0.266
26 H 2.761 -3.495 0.930
27 H 4.125 -0.206 -0.102
28 H 2.642 0.465 -0.771
29 H 3.466 -0.856 -1.597
30 C 1.288 -2.075 -0.724
31 C 0.392 -1.031 -1.296
32 H 0.648 -2.731 -0.134
33 H 1.735 -2.685 -1.504
34 O -0.060 -0.094 -0.605
35 N 0.062 -1.059 -2.601
36 C -1.047 -0.385 -3.242
37 H 0.816 -1.373 -3.192
38 C -0.929 1.118 -3.349
39 C -2.007 1.970 -3.147
40 H -2.989 1.586 -2.912
41 C -1.845 3.345 -3.269
42 H -2.700 3.989 -3.121
43 C -0.607 3.880 -3.584
44 H -0.483 4.951 -3.679
45 C 0.476 3.032 -3.782
46 H 1.448 3.440 -4.031
47 C 0.314 1.662 -3.668
48 H 1.163 1.007 -3.829
49 H -1.972 -0.649 -2.729
50 H -1.137 -0.818 -4.239
51 C -2.254 -2.460 3.088
52 C -2.338 -2.350 1.595
53 O -3.107 -3.194 0.947
54 O -1.654 -1.460 0.896
55 H -2.935 -3.261 3.445
56 H -2.540 -1.520 3.592
57 H -1.235 -2.742 3.399

=====

Number 1: total energy -37148.8835 eV. Number 2: total energy -115527.3533 eV. Number 3: total energy -38423.5982 eV.